14
Properties=species:S:1:pos:R:3 method="wB97M-V/def2-TZVPD" e_above_lowest_ev=0.0000 multiplicity=3 largest_force_ev_per_a=4.77 energy_ev=-15105.839
C -2.6289 1.1511 0.0150
C -1.9762 0.0313 0.0095
N 1.5730 -0.2467 1.5677
N 1.3916 -1.4463 -0.8837
O 1.2541 1.2571 -0.7825
Si 0.8800 -0.0828 0.0215
H -3.6993 1.3368 0.0336
H -2.1486 2.0281 -0.1945
H -2.2472 -1.0488 0.0353
H 1.5817 -1.1713 2.1316
H 1.5403 0.6673 2.0822
H 1.2836 -1.2317 -1.9123
H 1.1635 -2.3492 -0.7115
H 2.0324 1.1051 -1.4121